ORCA calculation (the ωB97M-V functional and the def2-TZVPD basis) on a 2-piece molecular cluster, C27H44N2O7 overall in a non-equilibrium geometry.

Computed properties:
HOMO energy   -9.511 eV
E   -1691.39560 Ha
SMILES   CCCOC[C@]1(CCCCCCCCCOC)OC(=O)O[C@@]1(C)CC(=O)c1ccccc1.NC(N)=O

Geometry as ORCA input:
```
! wB97M-V def2-TZVPD RIJCOSX def2/J DEFGRID3
* xyz 0 1
C -1.31162 -1.88261 1.88241
C -0.70615 -3.27533 1.50473
C 0.72652 -3.09519 0.99611
O 0.68422 -2.66882 -0.35632
C 1.89152 -2.87689 -1.05447
C 2.26138 -1.68056 -1.94812
C 1.08755 -1.44393 -2.91911
C -0.06787 -0.57639 -2.34159
C -1.43203 -1.20468 -2.68888
C -2.58297 -0.40334 -2.04714
C -2.89379 0.94428 -2.77044
C -3.23281 2.02964 -1.72485
C -4.65488 1.88918 -1.10010
C -4.68015 1.21499 0.31497
C -5.45548 -0.12527 0.35815
O -4.55461 -1.23648 0.27818
C -4.81965 -2.21098 1.28122
O 3.29782 -2.21425 -2.81518
C 4.50629 -2.03516 -2.19906
O 5.49612 -2.70808 -2.27497
O 4.38225 -0.90351 -1.44914
C 2.98289 -0.46527 -1.31235
C 2.84788 -0.29989 0.18129
C 2.95616 0.79409 -2.19991
C 3.49051 2.10063 -1.57352
O 4.50599 2.58070 -2.03737
C 2.77875 2.86270 -0.43960
C 3.42325 2.91027 0.78327
C 2.89772 3.56340 1.88761
C 1.65863 4.16524 1.72561
C 1.02151 4.12512 0.51157
C 1.55097 3.47824 -0.58400
H -0.53944 -1.10441 1.90643
H -1.77353 -1.90140 2.87501
H -2.04969 -1.59122 1.12607
H -1.33818 -3.78811 0.77415
H -0.66490 -3.84905 2.43815
H 1.29158 -4.03463 1.10468
H 1.20446 -2.34922 1.65221
H 1.90299 -3.79209 -1.66185
H 2.70754 -3.00532 -0.31782
H 1.45398 -1.07192 -3.88205
H 0.65934 -2.43321 -3.13113
H -0.03386 0.38360 -2.88526
H 0.04321 -0.32618 -1.28145
H -1.57546 -1.20144 -3.77916
H -1.42887 -2.23065 -2.29881
H -2.32711 -0.18054 -1.00461
H -3.48656 -1.02074 -2.08203
H -3.76980 0.76370 -3.40719
H -2.02461 1.22434 -3.37902
H -2.44219 2.04280 -0.96296
H -3.20523 2.99648 -2.25052
H -5.27242 1.30136 -1.78998
H -5.05274 2.90498 -1.01520
H -5.19940 1.89808 0.99770
H -3.64463 1.03653 0.62032
H -6.06331 -0.22154 1.26658
H -6.09885 -0.18034 -0.53328
H -5.89693 -2.36280 1.43098
H -4.38028 -1.86694 2.23255
H -4.31647 -3.13119 0.97062
H 3.75606 0.17639 0.56775
H 2.73531 -1.22994 0.73623
H 2.02538 0.38964 0.40976
H 1.95116 1.02598 -2.58621
H 3.55511 0.55596 -3.08339
H 4.38929 2.41655 0.88271
H 3.44725 3.57295 2.82272
H 1.20524 4.67586 2.57086
H 0.04798 4.60261 0.42363
H 1.05309 3.43388 -1.54952
C 2.38639 0.45666 4.55758
O 1.79833 -0.24837 3.76362
N 1.77405 0.98310 5.66225
N 3.70573 0.79337 4.41472
H 2.23672 1.57006 6.32937
H 0.80604 0.75916 5.79845
H 4.19263 0.42374 3.61934
H 4.19968 1.38163 5.05804
*
```

Table of Löwdin atomic charges, one value per atom, all in e: -0.0845 -0.1904 -0.2301 -0.1208 -0.1294 -0.3171 -0.0880 -0.1887 -0.1948 -0.2033 -0.1940 -0.2120 -0.1782 -0.1486 -0.2117 -0.2347 -0.1131 0.0760 -0.5110 0.1634 0.0678 -0.3285 0.0300 0.0054 -0.2944 0.1160 -0.1670 -0.0580 -0.0663 -0.0895 -0.0902 -0.0303 0.0653 0.0676 0.0457 0.1063 0.1049 0.1267 0.1068 0.1527 0.1367 0.1320 0.1223 0.0947 0.1159 0.1216 0.1096 0.0900 0.1053 0.1073 0.0967 0.1026 0.0992 0.0997 0.0980 0.1031 0.1032 0.1103 0.1175 0.0852 0.0849 0.0883 0.0931 0.0762 0.1061 0.1164 0.1448 0.1208 0.0998 0.1059 0.1080 0.1205 -0.6870 0.0249 0.1497 0.1533 0.0901 0.1019 0.0995 0.0920



ORCA calculation (the ωB97M-V functional and the def2-TZVPD basis) on C27H44N3P3PbSe as an isolated structure in a non-equilibrium geometry.

Computed properties:
HOMO energy (spin up / spin down)   -17.366 / -17.366 eV
E   -4836.23100 Ha
Relative energy (zero: lowest compared OMol25 entry of this formula, charge and spin)   0.0 kcal per mole

Geometry as ORCA input:
```
! wB97M-V def2-TZVPD RIJCOSX def2/J DEFGRID3
* xyz 4 1
Pb 0.46073 -2.91012 1.37712
P 2.62202 0.54896 -2.39743
P -1.74556 1.76445 -0.14546
P -1.68865 -0.18036 -2.23348
H 0.33877 -7.61490 -0.51122
C 0.88316 -7.38527 -1.44199
C 1.50061 -6.24598 -1.72212
H 1.63997 -5.43054 -1.00248
C 4.03373 0.28200 -1.32032
C 1.91473 2.14491 -1.99641
C 3.11839 0.50710 -4.12305
C -3.33167 1.51302 0.77547
C -0.89190 2.84062 1.08123
C -2.24449 3.11570 -1.29364
C -1.22798 -1.79754 -2.96451
C -1.15721 0.83026 -3.66416
C -3.50208 -0.30166 -2.53103
H 0.93227 -8.20373 -2.18884
H 1.91714 -6.14111 -2.73354
H 4.10198 -0.75426 -0.96314
H 3.99139 0.93663 -0.43608
H 4.95090 0.50767 -1.88672
H 1.83576 2.24169 -0.90593
H 0.90191 2.26797 -2.40211
H 2.56671 2.93261 -2.39835
H 3.66390 -0.42737 -4.31585
H 3.75233 1.36922 -4.38389
H 2.23345 0.50244 -4.77468
H -3.80931 2.48825 0.94965
H -3.09666 1.02498 1.73050
H -4.00285 0.85220 0.21345
H -1.19417 3.89345 0.98738
H 0.18707 2.75703 0.92247
H -1.12499 2.46291 2.08125
H -2.67484 3.92889 -0.69106
H -2.96896 2.74571 -2.03102
H -1.33196 3.46478 -1.80170
H -1.73668 -1.90681 -3.92942
H -1.52831 -2.62748 -2.32423
H -0.14686 -1.85296 -3.11755
H -1.66457 0.46425 -4.56045
H -0.07833 0.71783 -3.80988
H -1.38659 1.88877 -3.53682
H -3.64845 -0.56822 -3.58372
H -4.00575 0.64936 -2.33403
H -3.94800 -1.07828 -1.90113
C -2.43434 -3.38411 -0.17701
C -1.46324 -4.28883 -0.58155
C -1.81773 -5.49293 -1.15125
C -3.16338 -5.80263 -1.38847
C -4.16051 -4.88841 -0.99363
C -3.79378 -3.68908 -0.36309
Se -1.78289 -1.67480 0.49238
H 1.59366 -0.38148 -2.25358
H -0.40950 -3.99323 -0.62192
H -1.01332 -6.17812 -1.39741
H -3.45174 -6.74322 -1.86816
H -5.22068 -5.08215 -1.17078
H -4.52717 -2.96482 -0.02477
N 2.12472 7.04006 7.77491
C 1.96359 6.13422 7.06614
C 1.81400 5.01490 6.15655
C 2.29224 3.75876 6.54300
C 2.28329 2.69593 5.63283
C 1.67962 2.84060 4.38338
C 1.13287 4.06870 4.00875
C 1.20804 5.16252 4.89477
N 1.79714 1.76015 3.43540
C 3.01884 1.24408 2.97984
C 2.73020 0.10423 2.27568
N 1.36177 -0.15566 2.36168
C 0.82883 0.86942 3.03401
H 2.70421 3.60235 7.54008
H 2.69871 1.72023 5.89069
H 0.64394 4.12892 3.02883
H 0.84174 6.14907 4.59895
H 3.94234 1.77381 3.18482
H 3.40405 -0.53574 1.70341
H -0.23563 0.97021 3.24440
*
```

Table of Löwdin atomic charges, one value per atom, all in e: 1.3078 0.8945 0.8418 0.7930 0.0744 -0.0660 -0.0926 0.0225 -0.1828 -0.1941 -0.1814 -0.2367 -0.2402 -0.2459 -0.2373 -0.2239 -0.2063 0.0925 0.0703 0.0679 0.0599 0.0917 0.0506 0.0316 0.0961 0.0848 0.0961 0.0668 0.0887 0.0446 0.0427 0.0860 0.0302 0.0357 0.0796 0.0496 0.0536 0.0890 0.0118 0.0476 0.0881 0.0180 0.0431 0.0836 0.0553 0.0486 -0.6212 -0.2736 -0.0215 0.0344 0.0118 -0.0709 0.6164 0.0189 -0.0118 0.0702 0.1453 0.1409 0.1196 0.2137 -0.1422 -0.1914 0.0196 0.0110 -0.2181 -0.0031 0.0147 -0.0053 -0.0056 -0.1622 -0.0445 -0.1559 0.1428 0.1316 0.0942 0.1359 0.1481 0.0952 0.1325



ORCA calculation (the ωB97M-V functional and the def2-TZVPD basis) on C27H45As3N2S2V as an isolated structure.

Computed properties:
HOMO energy (spin up / spin down)   -12.802 / -12.803 eV
E   -9612.56052 Ha
Relative energy (zero: lowest compared OMol25 entry of this formula, charge and spin)   0.0 kcal per mole
⟨S²⟩   1.02

Geometry as ORCA input:
```
! wB97M-V def2-TZVPD RIJCOSX def2/J DEFGRID3
* xyz 2 2
V -1.11371 0.12507 -0.32683
C -1.37154 0.40807 -3.31896
N -1.81603 -0.54637 -2.26747
C -3.30933 -0.51289 -2.15552
C -3.75297 0.84829 -1.66923
N -3.06094 1.15366 -0.37778
C -3.84633 0.52355 0.73113
C -2.99411 2.59794 -0.16192
C -4.13958 3.37394 -0.08389
C -4.03286 4.74207 0.12290
C -2.78470 5.33541 0.25731
C -1.63683 4.56403 0.17583
C -1.74275 3.19326 -0.04229
S -0.27955 2.21573 -0.20085
C -1.42522 -1.92172 -2.56187
C -1.30742 -2.41583 -3.85068
C -1.01222 -3.76001 -4.04534
C -0.85677 -4.61083 -2.96029
C -0.96771 -4.11657 -1.66984
C -1.23915 -2.76834 -1.47174
S -1.25859 -2.08413 0.15292
H -1.98281 0.30959 -4.21787
H -0.33445 0.20884 -3.56979
H -1.44480 1.42760 -2.94996
H -3.60630 -1.29566 -1.45949
H -3.74353 -0.74622 -3.13064
H -4.83572 0.86209 -1.53101
H -3.51043 1.62837 -2.38647
H -4.87461 0.88780 0.72394
H -3.40049 0.78422 1.68517
H -3.85076 -0.55719 0.61275
H -5.12042 2.92480 -0.18317
H -4.92835 5.34590 0.17953
H -2.70537 6.40141 0.42167
H -0.65935 5.01860 0.27276
H -1.44659 -1.77418 -4.71062
H -0.91528 -4.14286 -5.05216
H -0.63959 -5.65841 -3.11824
H -0.82664 -4.76811 -0.81673
C -1.46223 1.61784 3.23225
As -0.63700 0.15213 2.24949
C -1.14097 -1.36241 3.35316
C 1.23014 0.52021 2.70144
C 2.38978 -0.24329 2.04061
C 2.14215 -1.74982 2.12375
C 2.61255 0.22304 0.59756
As 1.39802 -0.32707 -0.82958
C 1.97208 -2.11142 -1.32717
C 2.15534 0.70501 -2.29080
C 3.63597 0.13759 2.87555
As 5.54213 -0.32720 2.48047
C 5.47422 -1.95742 1.38408
C 5.93707 0.94521 1.03553
H -0.85620 1.81681 4.11524
H -2.46169 1.33967 3.56207
H -1.51008 2.51728 2.62205
H -0.89894 -1.12003 4.38732
H -0.60942 -2.26260 3.05723
H -2.21277 -1.53443 3.26702
H 1.26432 0.35188 3.78135
H 1.34681 1.59500 2.54162
H 1.22511 -2.03375 1.59808
H 2.04084 -2.06093 3.16552
H 2.96535 -2.31285 1.68924
H 3.57860 -0.14169 0.25413
H 2.65689 1.31453 0.55329
H 3.05728 -2.10223 -1.42400
H 1.53100 -2.38009 -2.28624
H 1.67576 -2.83836 -0.57625
H 3.24128 0.63473 -2.23925
H 1.85691 1.74804 -2.21682
H 1.83059 0.29385 -3.24455
H 3.47874 -0.24264 3.88828
H 3.67940 1.22787 2.97475
H 5.17290 -2.81244 1.98734
H 6.49716 -2.13465 1.05149
H 4.83943 -1.88833 0.50015
H 5.66530 1.95190 1.35322
H 5.45450 0.72091 0.08472
H 7.01545 0.92930 0.88137
*
```

Table of Löwdin atomic charges, one value per atom, all in e: 0.0979 -0.0371 -0.2487 -0.1274 -0.1270 -0.2197 -0.0372 -0.2823 -0.0027 -0.0289 -0.0386 -0.0791 -0.5406 0.7362 -0.2970 -0.0019 -0.0326 -0.0406 -0.0809 -0.5592 0.7442 0.1109 0.0830 0.0823 0.1220 0.1516 0.1424 0.1344 0.1062 0.0618 0.0798 0.1252 0.1234 0.1235 0.1168 0.1212 0.1228 0.1232 0.1202 -0.2376 1.0813 -0.2696 -0.3119 -0.6485 -0.0598 -0.3097 1.1076 -0.2333 -0.2495 -0.3704 1.1609 -0.3475 -0.3425 0.0519 0.0413 0.0239 0.0536 0.0153 0.0388 0.0966 0.0865 0.0240 0.1045 0.0653 0.0401 0.0916 0.0480 0.0375 0.0284 0.0489 0.0225 0.0315 0.0656 0.0732 0.0212 0.0275 -0.0043 0.0229 0.0037 0.0229



Question: What is the formula in the first record?
Answer: C27H44N2O7